The following is a quantum chemistry calculation of C33H54ClInN2PSi4Te as an isolated structure, from the Open Molecules 2025 dataset.

Its charge is +3. The spin multiplicity is 1. Its HOMO energy is -14.8 eV. As for the energy above the lowest of the compared OMol25 structures with the same formula, charge and spin: 14.2 kcal per mole.

CARTESIAN COORDINATES (ANGSTROEM)
In1 0.581 -0.058 0.103
Cl1 -1.016 -0.589 -2.292
C1 -1.470 -2.292 -2.486
C2 -2.003 -2.658 -3.706
C3 -2.374 -3.981 -3.892
C4 -2.214 -4.907 -2.871
C5 -1.677 -4.513 -1.657
C6 -1.290 -3.190 -1.439
P1 -0.573 -2.701 0.160
C7 0.809 -3.861 0.379
C8 0.735 -5.040 1.117
C9 1.856 -5.850 1.245
C10 3.053 -5.492 0.640
C11 3.132 -4.327 -0.113
C12 2.017 -3.512 -0.233
C13 -1.843 -3.138 1.377
C14 -1.489 -3.305 2.720
C15 -2.470 -3.501 3.678
C16 -3.812 -3.505 3.314
C17 -4.169 -3.320 1.987
C18 -3.191 -3.129 1.021
H1 -2.129 -1.929 -4.494
H2 -2.790 -4.286 -4.843
H3 -2.508 -5.937 -3.021
H4 -1.553 -5.239 -0.863
H5 -0.198 -5.338 1.579
H6 1.790 -6.772 1.809
H7 3.924 -6.126 0.746
H8 4.054 -4.065 -0.615
H9 2.078 -2.613 -0.841
H10 -0.446 -3.305 3.011
H11 -2.192 -3.661 4.712
H12 -4.577 -3.653 4.064
H13 -5.212 -3.332 1.700
H14 -3.482 -2.991 -0.012
C19 4.933 -2.738 3.550
Si1 3.419 -2.732 4.600
C20 3.675 -1.980 6.288
C21 2.489 -4.319 4.626
Si2 1.848 0.266 5.501
Te1 1.768 -1.066 3.451
Si3 3.601 1.863 5.599
C22 4.719 1.606 4.138
C23 4.527 1.785 7.201
C24 2.652 3.469 5.408
Si4 0.004 0.023 6.999
C25 -0.973 -1.425 6.389
C26 0.660 -0.173 8.719
C27 -0.893 1.638 6.744
H15 5.557 -3.599 3.811
H16 5.527 -1.834 3.694
H17 4.679 -2.820 2.492
H18 4.331 -2.608 6.898
H19 2.729 -1.890 6.838
H20 4.157 -0.998 6.219
H21 3.099 -5.089 5.111
H22 2.267 -4.659 3.611
H23 1.551 -4.233 5.177
H24 5.411 0.777 4.308
H25 5.324 2.505 3.988
H26 4.173 1.394 3.216
H27 5.107 0.865 7.293
H28 3.875 1.862 8.073
H29 5.231 2.621 7.239
H30 1.892 3.425 4.622
H31 3.359 4.266 5.163
H32 2.148 3.751 6.335
H33 -0.428 -2.364 6.518
H34 -1.233 -1.325 5.333
H35 -1.902 -1.501 6.961
H36 1.230 -1.095 8.846
H37 -0.185 -0.210 9.413
H38 1.293 0.665 9.018
H39 -1.202 1.782 5.706
H40 -0.294 2.497 7.052
H41 -1.799 1.635 7.357
C28 -0.120 5.500 0.247
C29 -0.350 3.970 0.345
N1 0.685 3.242 -0.390
C30 2.002 3.566 0.158
C31 2.296 5.082 0.019
N2 1.091 5.714 -0.616
C32 0.865 5.135 -1.986
C33 0.633 3.614 -1.808
H42 0.077 5.961 1.213
H43 -0.955 6.020 -0.218
H44 -1.323 3.708 -0.070
H45 -0.334 3.647 1.385
H46 2.756 2.984 -0.371
H47 2.024 3.266 1.206
H48 3.152 5.285 -0.622
H49 2.459 5.568 0.979
H50 1.253 6.716 -0.709
H51 1.743 5.359 -2.588
H52 0.009 5.644 -2.422
H53 1.392 3.048 -2.345
H54 -0.340 3.332 -2.207

---

The following is a quantum chemistry calculation of C24H24BBr2O6 as an isolated structure in a non-equilibrium geometry, from the Open Molecules 2025 dataset.

Its charge is -1. The spin multiplicity is 1. Its HOMO energy is -2.8 eV. As for the energy above the lowest of the compared OMol25 structures with the same formula, charge and spin: 0.0 kcal per mole.

CARTESIAN COORDINATES (ANGSTROEM)
C1 0.676 1.309 6.062
C2 0.806 0.203 5.092
C3 1.179 -1.107 5.237
C4 1.076 -1.748 3.973
C5 0.517 -0.945 2.995
B1 2.402 0.689 1.597
O1 3.271 1.285 2.546
C6 4.281 1.404 1.488
C7 3.396 0.773 0.329
C8 3.020 0.069 -0.952
C9 2.065 1.854 0.274
O2 1.167 1.338 1.224
C10 3.743 -0.806 1.274
O3 2.414 -0.788 1.765
O4 0.580 0.336 3.726
H1 0.599 0.897 7.083
H2 1.556 1.964 6.060
H3 -0.194 1.942 5.856
H4 1.476 -1.524 6.191
H5 1.265 -2.792 3.797
H6 4.439 2.446 1.252
H7 5.215 0.846 1.705
H8 1.602 -1.700 0.069
H9 2.729 0.776 -1.716
H10 3.957 -0.285 -1.382
H11 2.515 2.856 0.457
H12 1.564 1.714 -0.726
H13 4.018 -1.589 0.543
H14 4.381 -0.787 2.169
C11 5.042 -4.917 -4.919
O5 3.609 -4.868 -4.558
C12 3.088 -3.795 -3.912
C13 3.867 -2.633 -3.680
C14 3.298 -1.637 -2.894
C15 2.201 -1.920 -2.013
C16 1.817 -1.064 -0.811
C17 4.615 1.540 -3.422
C18 4.037 2.724 -3.831
C19 4.780 3.882 -4.074
Br1 4.014 5.519 -4.567
C20 6.250 3.914 -3.876
O6 6.919 4.943 -3.902
C21 6.768 2.601 -3.471
Br2 8.657 2.358 -3.208
C22 5.961 1.463 -3.279
C23 1.405 -3.024 -2.305
C24 1.834 -3.978 -3.227
H15 5.253 -5.980 -5.127
H16 5.169 -4.282 -5.811
H17 5.633 -4.527 -4.074
H18 4.900 -2.510 -4.107
H19 3.806 -0.657 -2.972
H20 0.780 -0.864 -1.146
H21 2.968 2.776 -3.977
H22 6.449 0.572 -2.930
H23 0.477 -3.190 -1.752
H24 1.326 -4.955 -3.348

---

The following is a quantum chemistry calculation of a 3-piece molecular cluster, C3H11NO3S overall in a non-equilibrium geometry, from the Open Molecules 2025 dataset.

Its charge is 0. The spin multiplicity is 1. Its HOMO energy is -9.7 eV. As for the SMILES: N[C@H](C=O)CS.O.O. As for the energy above the lowest of the compared OMol25 structures with the same formula, charge and spin: 34.1 kcal per mole.

CARTESIAN COORDINATES (ANGSTROEM)
O1 1.538 -1.384 -2.308
C1 1.397 -1.725 -1.168
C2 0.036 -1.754 -0.471
C3 -0.273 -0.304 -0.065
S1 -1.981 -0.216 0.575
N1 0.181 -2.558 0.749
H1 2.239 -1.965 -0.495
H2 -0.658 -2.100 -1.235
H3 0.456 -0.033 0.694
H4 -0.212 0.281 -0.972
H5 -2.216 1.028 0.163
H6 -0.754 -2.730 1.106
H7 0.551 -3.477 0.522
H8 1.060 2.830 -1.222
H9 -0.180 3.186 -0.367
O2 0.182 3.218 -1.257
H10 -0.417 2.304 1.175
H11 -0.773 2.556 2.637
O3 -0.175 2.844 1.938

---

The following is a quantum chemistry calculation of an isolated ion of composition C3H8FN2O2 and charge +1, from the Open Molecules 2025 dataset.

Its charge is +1. The spin multiplicity is 1. Its HOMO energy is -15.4 eV. As for the SMILES: C[C@H](F)[NH2+]CON=O. As for the energy above the lowest of the compared OMol25 structures with the same formula, charge and spin: 76.1 kcal per mole.

CARTESIAN COORDINATES (ANGSTROEM)
C1 -0.691 0.651 -1.703
C2 0.466 0.664 -0.745
F1 1.636 0.825 -1.414
N1 0.658 -0.669 -0.050
C3 -0.395 -1.110 0.959
O1 -0.056 -0.771 2.253
N2 0.567 0.621 2.412
O2 -0.132 1.310 2.985
H1 -1.645 0.495 -1.195
H2 -0.545 -0.114 -2.471
H3 -0.732 1.636 -2.173
H4 0.401 1.445 0.015
H5 0.664 -1.363 -0.805
H6 1.592 -0.703 0.372
H7 -0.423 -2.202 0.915
H8 -1.368 -0.718 0.645

---

The following is a quantum chemistry calculation of a 12-piece molecular cluster, C33H53N14O3P overall in a non-equilibrium geometry, from the Open Molecules 2025 dataset.

Its charge is 0. The spin multiplicity is 1. Its HOMO energy is -8.8 eV. As for the SMILES: CCO[C@](O)(C#N)[C@](C#N)(CCCCCN)[PH2]=O.CC#N.CC#N.CC#N.CC#N.CC#N.CC#N.CC#N.CC#N.CC#N.CC#N.CC#N.

CARTESIAN COORDINATES (ANGSTROEM)
C1 0.348 -0.111 -0.507
C2 -0.500 0.754 0.420
O1 -0.147 0.552 1.796
C3 -1.090 -0.178 2.498
O2 -1.415 -1.345 1.758
C4 -2.371 0.564 2.705
N1 -3.375 1.104 2.862
C5 -0.450 -0.648 3.836
C6 -1.312 -1.742 4.320
N2 -1.936 -2.609 4.758
C7 -0.483 0.421 4.958
C8 0.525 1.595 4.905
C9 0.045 2.821 4.098
C10 0.840 3.262 2.841
C11 2.141 2.547 2.532
N3 3.248 3.035 3.368
P1 1.250 -1.401 3.504
O3 1.568 -2.489 4.454
H1 1.304 -0.336 -0.036
H2 -0.181 -1.053 -0.656
H3 0.454 0.389 -1.468
H4 -0.273 1.801 0.201
H5 -1.563 0.617 0.232
H6 -2.296 -1.273 1.379
H7 -0.290 -0.115 5.890
H8 -1.483 0.848 5.067
H9 1.505 1.220 4.623
H10 0.626 1.913 5.944
H11 -0.992 2.643 3.801
H12 -0.010 3.671 4.779
H13 1.059 4.333 2.916
H14 0.195 3.170 1.964
H15 2.071 1.472 2.693
H16 2.361 2.652 1.460
H17 4.108 2.764 2.907
H18 3.245 4.046 3.314
H19 2.229 -0.404 3.547
H20 1.202 -1.818 2.180
C12 -1.980 -0.264 -4.411
C13 -2.268 -0.306 -2.985
N4 -2.500 -0.347 -1.864
H21 -1.756 -1.264 -4.779
H22 -2.860 0.123 -4.931
H23 -1.128 0.386 -4.601
C14 4.220 -4.961 2.437
C15 4.019 -3.523 2.513
N5 3.868 -2.390 2.573
H24 3.267 -5.460 2.285
H25 4.887 -5.198 1.612
H26 4.665 -5.318 3.364
C16 7.490 -4.155 4.921
C17 7.539 -5.224 3.931
N6 7.574 -6.062 3.151
H27 8.099 -3.317 4.588
H28 6.463 -3.816 5.051
H29 7.870 -4.517 5.874
C18 -6.571 0.288 -5.569
C19 -5.233 0.586 -6.058
N7 -4.182 0.838 -6.445
H30 -6.928 -0.638 -6.017
H31 -6.546 0.182 -4.485
H32 -7.247 1.100 -5.839
C20 2.756 6.041 -0.709
C21 3.431 5.251 0.309
N8 3.975 4.618 1.096
H33 1.721 6.223 -0.420
H34 3.263 6.995 -0.835
H35 2.779 5.504 -1.650
C22 3.172 -7.625 -0.494
C23 2.962 -6.186 -0.383
N9 2.809 -5.054 -0.295
H36 2.220 -8.127 -0.660
H37 3.836 -7.837 -1.330
H38 3.622 -8.005 0.422
C24 -5.111 0.422 0.164
C25 -5.514 0.835 -1.173
N10 -5.841 1.171 -2.219
H39 -5.986 0.127 0.741
H40 -4.426 -0.419 0.091
H41 -4.614 1.245 0.671
C26 -6.059 3.732 -4.044
C27 -6.772 3.985 -5.291
N11 -7.324 4.179 -6.277
H42 -6.709 3.212 -3.343
H43 -5.183 3.115 -4.238
H44 -5.740 4.676 -3.604
C28 5.891 2.880 -2.168
C29 5.167 4.078 -2.574
N12 4.599 5.021 -2.892
H45 5.697 2.675 -1.117
H46 5.564 2.031 -2.765
H47 6.959 3.029 -2.313
C30 -5.233 2.864 -8.739
C31 -5.391 2.736 -10.182
N13 -5.518 2.632 -11.317
H48 -5.403 1.909 -8.257
H49 -4.225 3.203 -8.507
H50 -5.950 3.586 -8.350
C32 -0.114 -6.157 1.941
C33 0.051 -4.772 2.361
N14 0.184 -3.683 2.691
H51 0.860 -6.604 1.750
H52 -0.618 -6.722 2.723
H53 -0.708 -6.200 1.030

---

The following is a quantum chemistry calculation of C26H69F3N6O11SV as an isolated structure in a non-equilibrium geometry, from the Open Molecules 2025 dataset.

Its charge is 0. The spin multiplicity is 2. Its HOMO energy (alpha / beta) is -8.1 / -8.1 eV.

CARTESIAN COORDINATES (ANGSTROEM)
O1 2.828 -3.124 2.909
V1 3.511 -2.027 2.142
C1 0.299 0.056 -0.494
F1 -0.205 -1.092 -0.899
F2 1.485 0.219 -1.113
F3 -0.567 1.025 -0.821
S1 0.620 -0.031 1.374
O2 1.163 1.247 1.735
O3 -0.698 -0.262 1.897
O4 1.526 -1.172 1.622
C2 3.032 -2.894 -1.223
O5 3.496 -2.899 0.093
H1 3.157 -1.875 -1.609
H2 3.578 -3.603 -1.850
H3 1.965 -3.116 -1.329
C3 5.039 2.094 2.596
C4 4.544 0.684 2.847
C5 3.537 0.584 3.947
O6 3.259 -0.819 4.064
C6 2.384 -1.094 5.180
N1 4.008 0.103 1.602
H4 5.922 2.150 1.955
H5 5.392 2.586 3.504
H6 4.319 2.744 2.095
H7 5.422 0.083 3.105
H8 2.692 1.273 3.874
H9 3.955 0.913 4.904
H10 2.058 -2.129 5.139
H11 1.495 -0.460 5.139
H12 2.789 -0.821 6.156
H13 3.292 0.760 1.294
H14 4.747 0.171 0.906
C7 2.022 -4.332 -4.605
C8 1.100 -3.236 -5.164
C9 0.778 -2.093 -4.219
O7 -0.167 -1.229 -4.850
C10 -0.528 -0.146 -4.027
N2 1.728 -2.690 -6.397
H15 2.044 -5.224 -5.226
H16 1.689 -4.639 -3.612
H17 3.011 -3.885 -4.484
H18 0.199 -3.729 -5.536
H19 1.615 -1.453 -3.913
H20 0.364 -2.415 -3.255
H21 0.302 0.491 -3.705
H22 -1.011 -0.561 -3.138
H23 -1.245 0.445 -4.595
H24 2.677 -2.459 -6.094
H25 1.377 -1.732 -6.418
C11 -4.064 -1.425 1.857
C12 -4.216 0.081 1.681
C13 -5.629 0.572 2.045
O8 -5.776 1.973 1.797
C14 -7.114 2.382 1.994
N3 -3.297 0.653 2.682
H26 -4.432 -1.766 2.831
H27 -3.058 -1.836 1.792
H28 -4.738 -2.030 1.236
H29 -3.997 0.553 0.722
H30 -5.905 0.290 3.064
H31 -6.233 -0.064 1.385
H32 -7.331 3.388 1.635
H33 -7.369 2.358 3.058
H34 -7.764 1.711 1.424
H35 -2.362 0.375 2.374
H36 -3.403 0.076 3.512
C15 -0.109 4.379 -5.166
C16 0.510 3.895 -3.869
C17 1.564 4.825 -3.284
O9 2.648 4.959 -4.180
C18 3.401 6.115 -3.998
N4 -0.547 3.569 -2.888
H37 0.667 4.556 -5.909
H38 -0.529 5.363 -4.943
H39 -0.873 3.664 -5.466
H40 1.023 2.933 -3.994
H41 1.953 4.384 -2.359
H42 1.170 5.828 -3.094
H43 3.761 6.304 -2.981
H44 2.870 7.046 -4.237
H45 4.273 6.137 -4.651
H46 -1.337 3.202 -3.398
H47 -0.174 2.896 -2.234
C19 -1.627 -7.714 -2.899
C20 -1.130 -7.373 -1.487
C21 -1.307 -5.879 -1.269
O10 -0.798 -5.530 0.027
C22 -0.742 -4.132 0.158
N5 -1.850 -8.150 -0.488
H48 -2.598 -7.285 -3.154
H49 -1.683 -8.765 -3.179
H50 -0.944 -7.226 -3.601
H51 -0.075 -7.640 -1.370
H52 -2.349 -5.552 -1.297
H53 -0.760 -5.380 -2.074
H54 -0.056 -3.725 -0.593
H55 -0.264 -3.707 1.044
H56 -1.739 -3.683 0.169
H57 -1.550 -9.115 -0.437
H58 -1.623 -7.782 0.431
C23 0.283 2.669 4.797
C24 -0.999 3.216 4.172
C25 -1.109 4.732 4.314
O11 -2.344 5.109 3.727
C26 -2.656 6.460 4.000
N6 -0.953 2.858 2.755
H59 0.266 2.577 5.893
H60 1.242 3.151 4.598
H61 0.333 1.605 4.548
H62 -1.899 2.724 4.551
H63 -0.209 5.142 3.844
H64 -1.207 4.921 5.388
H65 -3.716 6.568 3.772
H66 -2.044 7.209 3.493
H67 -2.624 6.709 5.068
H68 -0.707 1.877 2.736
H69 -0.146 3.380 2.424

---

The following is a quantum chemistry calculation of C12H21Br3O7S as an isolated structure in a non-equilibrium geometry, from the Open Molecules 2025 dataset.

Its charge is 0. The spin multiplicity is 1. Its HOMO energy is -10.1 eV. As for the energy above the lowest of the compared OMol25 structures with the same formula, charge and spin: 0.0 kcal per mole.

CARTESIAN COORDINATES (ANGSTROEM)
O1 1.775 -0.637 0.240
C1 0.965 0.239 0.328
O2 -0.308 0.033 0.730
C2 -1.106 1.174 0.443
C3 -0.246 2.126 -0.401
C4 1.162 1.703 -0.042
H1 -1.334 1.786 1.323
H2 -2.041 0.939 -0.058
H3 -0.352 3.178 -0.125
H4 -0.376 2.123 -1.485
H5 1.515 2.146 0.895
H6 1.926 1.714 -0.811
O3 2.682 1.001 -2.463
C5 3.811 0.923 -2.092
O4 4.624 2.005 -2.023
C6 5.741 1.686 -1.210
C7 6.006 0.195 -1.535
C8 4.595 -0.335 -1.722
H7 5.486 1.820 -0.156
H8 6.646 2.242 -1.439
H9 6.622 -0.248 -0.756
H10 6.540 0.228 -2.486
H11 4.193 -0.782 -0.811
H12 4.445 -1.039 -2.538
O5 -5.924 -1.764 -0.135
S1 -4.838 -1.102 0.524
O6 -4.357 0.176 0.079
O7 -5.249 -0.972 2.090
C9 -4.440 -0.144 2.956
C10 -5.340 0.365 4.045
C11 -3.441 -2.220 0.688
H13 -3.952 0.639 2.374
H14 -3.634 -0.784 3.325
H15 -4.762 0.783 4.874
H16 -5.866 -0.456 4.536
H17 -6.054 1.094 3.673
H18 -3.580 -3.039 1.388
H19 -2.599 -1.608 1.010
H20 -3.233 -2.648 -0.292
C12 0.916 -2.363 -2.555
Br1 0.540 -2.499 -4.469
Br2 2.207 -3.704 -1.968
Br3 -0.752 -2.574 -1.542
H21 1.389 -1.400 -2.407

---

The following is a quantum chemistry calculation of one molecule with the formula C7H11BO3 in a non-equilibrium geometry, from the Open Molecules 2025 dataset.

Its charge is 0. The spin multiplicity is 1. Its HOMO energy (alpha / beta) is -8.8 / -8.1 eV. As for the energy above the lowest of the compared OMol25 structures with the same formula, charge and spin: 113.7 kcal per mole.

CARTESIAN COORDINATES (ANGSTROEM)
B1 -2.167 0.146 -0.147
C1 1.273 -1.108 1.040
C2 2.229 -0.593 0.269
C3 -0.116 -1.199 0.517
C4 2.060 0.334 -0.959
C5 0.901 -0.032 -1.707
C6 -0.753 0.080 0.494
C7 -0.330 1.266 1.229
O1 -0.571 -2.230 -0.013
O2 -2.898 1.336 -0.145
O3 -2.914 -0.886 -0.499
H1 1.318 -1.757 1.982
H2 3.309 -0.609 0.367
H3 1.989 1.236 -0.464
H4 2.824 0.100 -1.701
H5 -0.002 0.588 -1.756
H6 0.790 -0.934 -2.176
H7 0.342 0.883 2.081
H8 -1.127 1.925 1.608
H9 0.225 2.050 0.673
H10 -3.873 1.169 -0.181
H11 -2.509 -1.766 -0.510

---

Per-record electronic energy, eV: -103845.9898 -178308.8731 -21756.4639 -13023.0866 -71368.4493 -104214.0022 -248079.1147 -14254.2100
Per-record molar mass, g mol⁻¹: 900.00 579.07 141.19 123.11 724.86 781.87 549.07 153.97